(1)
{"formula": "C37H69NO26", "method": "wB97M-V/def2-TZVPD", "elements": ["H", "H", "H", "H", "C", "C", "H", "C", "H", "C", "O", "H", "H", "C", "H", "H", "O", "O", "O", "H", "C", "C", "H", "C", "H", "H", "O", "H", "H", "O", "H", "C", "C", "H", "H", "H", "H", "O", "O", "C", "C", "C", "C", "H", "H", "H", "C", "O", "C", "H", "H", "C", "C", "H", "H", "H", "C", "H", "H", "O", "O", "H", "O", "H", "H", "H", "H", "C", "C", "C", "H", "H", "O", "C", "H", "H", "O", "H", "C", "H", "H", "C", "H", "H", "O", "O", "C", "C", "O", "C", "H", "H", "H", "O", "O", "H", "H", "H", "H", "H", "O", "H", "O", "H", "H", "H", "C", "C", "C", "H", "H", "H", "O", "O", "H", "H", "C", "H", "O", "C", "C", "N", "H", "H", "O", "C", "H", "H", "O", "C", "C", "H", "H"], "positions_angstrom": [[-3.3044, -2.6961, 0.2438], [5.7871, -1.5613, -3.5325], [2.8795, 4.1731, 4.1830], [-5.0120, -3.8086, 2.3495], [1.1158, -0.5921, -4.3676], [-2.5372, 4.3654, -4.9529], [-0.5131, -0.5759, 4.7977], [0.2695, -0.9331, 4.0697], [-2.9060, -4.5970, -0.9499], [-3.1392, -3.5462, 3.1767], [3.2746, -1.0217, 1.1424], [-0.3722, -3.0924, 4.4236], [-2.2109, -3.5217, -3.1344], [1.6112, -0.3258, 4.4927], [-2.1962, 1.0517, 3.4153], [-1.2132, -3.4373, -0.0225], [1.9064, -3.6132, 5.6530], [2.6769, 4.7097, -1.9122], [3.5439, -4.2767, -4.4820], [-4.9303, -2.2149, 0.7584], [0.5647, 5.9001, -1.7888], [0.9258, -3.5940, 0.2674], [3.7327, 2.5428, -0.6823], [-3.2370, -3.4419, -2.8069], [5.2384, -0.4069, 1.1849], [-0.0555, -2.0749, -0.5496], [1.6755, -5.8586, 2.7830], [1.6035, 0.5347, 5.1107], [-2.3637, 4.4285, -7.3466], [2.2364, -1.4111, 5.2487], [0.7383, 6.9300, -1.9285], [2.9949, 2.7654, 2.5738], [-1.6361, 5.1040, -6.9576], [2.2187, -0.0322, 3.6077], [0.9057, 0.3305, -3.8858], [-3.7364, 1.5326, -0.3763], [-2.4365, 1.0518, 5.1321], [1.5846, 4.8167, 0.0257], [1.2157, 2.9997, 4.3808], [5.2645, -2.5200, -3.7245], [-0.3169, -2.8273, 0.1972], [2.2019, 3.6783, 3.4996], [0.3930, -2.3966, 4.1275], [-1.7741, 0.7564, 0.0053], [0.2756, 5.5603, -2.7451], [0.8351, 6.5734, 0.9093], [-3.8347, 4.7961, -1.5850], [-5.2501, -1.5297, -1.9538], [0.4632, 5.6141, 0.5353], [2.3448, 2.2076, 1.9341], [2.1501, -1.3241, -2.6880], [3.1398, -3.1875, -4.1933], [-3.4479, -1.5470, 2.0364], [-5.1240, 0.5600, -0.2396], [5.3642, -3.1395, -2.8726], [4.8014, -1.9582, 2.9807], [2.0884, -5.1222, 1.7586], [1.0518, -4.2169, -0.6254], [-0.5189, -2.3460, 1.1304], [3.1444, -5.1090, 1.2226], [0.9432, -4.4133, 1.4529], [-2.9626, 4.6366, -0.9922], [-2.6432, 4.6912, -3.6696], [0.4978, -1.8843, -2.7680], [-0.6331, 4.7231, -7.0018], [-0.0740, -0.5156, 3.1219], [2.0414, 2.0469, -0.8854], [-2.0900, 1.6672, 4.3102], [2.6969, -6.7460, 3.2556], [0.0533, 2.7289, 3.7665], [-1.7108, 6.0579, -7.4766], [4.8644, -1.6507, -0.0791], [-1.9546, 5.3927, -5.5408], [-4.0304, -3.7968, 1.9615], [-3.9329, -3.2239, -3.5809], [1.6951, 4.4521, 2.9164], [-3.0587, -2.1105, 3.1697], [-4.7768, 1.3999, -1.7833], [1.7079, 5.0964, -1.3079], [3.4994, -6.2037, 3.7732], [3.1698, -7.2721, 2.4410], [2.6390, -0.0119, 0.5083], [-3.9272, -4.7098, 1.3976], [-3.2903, -5.5185, -2.3111], [-3.0558, -2.1464, -2.0656], [3.4317, 0.5624, -0.3880], [4.6791, -1.3075, 0.9422], [-4.0866, -1.3451, -1.8117], [1.5500, 0.3946, 0.8179], [1.5526, -2.5895, 5.0998], [-1.1639, 6.6372, -0.4773], [-4.6532, -4.6442, -1.6557], [-4.0265, 5.8560, -1.7067], [0.2009, 0.5150, -1.5338], [1.8212, -2.9717, -4.0151], [0.3212, -0.8289, -5.0918], [-3.4368, 2.9869, -2.7137], [-1.6130, 2.5308, 0.0592], [1.8428, -3.0206, 0.3436], [-2.6407, 2.6175, 4.2182], [0.0339, 2.6886, -1.6917], [1.9588, -0.3173, -5.0097], [-3.4364, -0.3337, 1.8465], [3.6793, 3.4354, 2.0735], [3.6168, 2.0346, 3.0964], [6.1011, -2.5663, 2.0128], [-1.0887, 1.6146, 0.0163], [-3.5724, -4.5646, -1.8610], [-0.4913, 5.8099, -0.6611], [3.1786, 1.5315, -2.1374], [-2.1551, -3.9795, 3.1303], [-0.0860, 5.0976, 1.3074], [-2.8922, 3.3725, -5.4357], [3.9455, -2.1299, -3.9826], [-4.5377, 4.0447, -3.5475], [0.7594, -2.7375, 3.1326], [-3.6709, 4.0438, -2.8682], [-1.1324, 4.9772, -0.7374], [-0.3093, 3.0713, 2.6552], [-4.3652, 0.8780, -0.9164], [-3.9523, -2.5887, 1.1121], [-0.2398, 1.6106, -1.1663], [4.4763, -3.2530, 1.8968], [-0.3804, 1.5440, 0.8525], [-3.5197, -0.1980, -1.3406], [1.3749, -1.7226, -3.3819], [-4.6198, 4.2897, -1.0480], [5.7266, -2.9269, -4.6134], [-0.7096, 1.9868, 4.6067], [5.0199, -2.3346, 1.9822], [3.0722, 1.7765, -1.0654], [-3.5690, -3.8781, 4.1191], [2.1870, -7.4841, 3.8701]], "forces_ev_per_angstrom": [[0.1, 0.2, 0.1], [-0.2, -0.5, 0.1], [0.0, 0.0, 0.3], [-1.3, -0.3, 0.5], [0.1, -0.8, -1.6], [0.8, 2.7, 2.3], [0.7, -0.4, -0.5], [-2.5, 2.7, 1.1], [-1.0, 0.6, -0.7], [-0.2, 0.1, -0.7], [-1.1, 0.2, -0.3], [-0.8, 0.3, 0.1], [0.0, -0.4, -0.7], [0.6, -1.6, -1.1], [0.2, 0.3, -0.1], [0.6, 0.3, -0.4], [-0.5, 1.4, -0.7], [-0.7, 0.2, 0.1], [0.0, -0.1, -0.2], [0.4, -0.4, -0.1], [-1.9, -0.1, 0.8], [1.9, -1.6, 0.3], [0.1, 0.2, -0.4], [1.0, 1.6, 2.0], [0.1, 0.2, -0.5], [-1.0, 0.2, -0.1], [1.1, -0.6, 0.2], [-0.5, 0.6, 0.8], [-0.3, -0.5, -0.3], [-0.2, -0.2, -0.3], [1.1, 1.3, -0.1], [-0.1, 0.1, 1.2], [-0.3, 1.3, 1.1], [-0.1, -0.7, 0.4], [-0.6, 0.6, 0.8], [0.7, 0.7, 0.5], [0.0, 0.3, 0.3], [-1.0, 0.9, 0.1], [0.1, 0.2, -1.4], [1.6, 2.1, -0.8], [-0.5, 0.3, -0.3], [-0.2, -0.2, 0.3], [2.2, -1.2, -0.7], [0.5, 0.2, -0.1], [-0.6, -0.7, -1.0], [0.1, -0.2, 0.0], [-0.2, -0.6, -0.3], [-1.1, -0.5, -0.2], [-0.5, -0.1, -0.5], [-0.3, 0.0, -0.8], [-0.3, -0.7, -0.4], [-0.6, -0.4, 0.2], [0.0, 2.1, -0.7], [-0.7, -0.4, 0.3], [-0.1, -0.9, 0.7], [-0.1, 0.3, 0.0], [-3.4, 0.7, 0.2], [-0.1, -0.2, 0.1], [0.0, 0.6, 0.7], [0.8, 0.2, -0.5], [0.7, -0.6, -0.3], [0.7, 0.2, 0.4], [0.0, 0.4, 1.5], [-0.2, -0.7, -0.2], [0.4, -0.3, -0.1], [0.2, -0.2, -0.2], [0.1, 0.1, 0.2], [0.4, 0.6, -0.6], [0.2, -0.2, 0.4], [-1.4, -0.5, 0.0], [0.1, 0.0, 0.1], [-0.1, 0.2, 0.1], [0.7, 0.1, -2.0], [-0.4, -1.1, 0.3], [-0.5, -0.3, -0.7], [-0.1, -0.3, 0.1], [0.8, 0.4, 1.4], [-0.1, -0.2, 0.1], [1.7, -0.5, 0.6], [-0.5, -0.1, 0.2], [0.0, -0.1, -0.5], [1.2, 0.8, 0.3], [0.5, -0.4, 0.1], [-0.2, 0.0, -0.4], [-0.3, -0.8, -0.3], [0.4, -0.8, 0.1], [-0.1, 0.1, 0.3], [1.6, 1.3, 0.3], [-0.1, -0.7, 0.3], [1.0, -0.8, 0.2], [0.2, 0.6, -0.3], [0.6, 0.3, 0.4], [-0.1, 0.0, -0.1], [-0.6, 1.6, 0.1], [0.1, 1.2, 0.5], [0.0, 0.0, 0.4], [0.3, 0.2, 0.1], [-0.4, 1.0, 0.0], [-0.1, 0.7, -0.2], [0.0, -0.6, 0.0], [-0.2, -0.9, 0.2], [0.4, -0.6, 0.2], [0.2, -1.8, 0.5], [0.1, 0.0, -0.7], [-0.1, 0.1, 0.3], [-0.4, 0.1, -0.4], [0.2, -1.1, 0.8], [0.2, -0.9, 0.4], [1.7, 0.2, 0.4], [0.2, 0.6, 0.5], [0.6, 0.0, -0.3], [0.5, -0.4, 0.4], [-1.4, -3.5, -1.8], [-1.6, -0.1, 0.2], [-0.2, 0.1, 0.7], [-0.1, -0.2, 0.7], [0.0, -0.1, -1.9], [-0.3, -1.2, -0.3], [0.6, -0.1, 0.9], [-0.1, -0.5, -1.1], [-0.4, 0.9, -1.1], [0.5, -0.9, -1.1], [-0.3, -0.5, -0.4], [-0.4, 0.0, -0.2], [-0.2, -0.4, 0.0], [1.4, 1.3, 0.0], [-0.6, 0.1, 0.3], [0.0, -0.5, 0.0], [0.9, 0.3, 0.1], [0.9, -0.1, 0.8], [-0.4, -0.5, -0.4], [-0.2, 0.2, 0.0], [0.1, 0.3, 0.3]], "orbital_gap_ha": 0.3755, "smiles": "C[N+](=O)[O-].CCOC(=O)OC.CCOC(=O)OC.CCOC(=O)OC.CCOC(=O)OC.CCOC(=O)OC.CCOC(=O)OC.O=C1CCCO1.O=C1CCCO1.O=C1CCCO1"}

=====

(2)
{"formula": "C37H70CrN7O3", "method": "wB97M-V/def2-TZVPD", "elements": ["H", "C", "H", "N", "H", "H", "N", "C", "H", "H", "H", "H", "H", "C", "H", "H", "H", "H", "H", "H", "C", "C", "H", "H", "O", "H", "H", "O", "C", "C", "H", "H", "H", "H", "H", "N", "H", "C", "H", "C", "C", "H", "H", "H", "H", "H", "H", "H", "O", "N", "H", "H", "C", "H", "H", "C", "H", "C", "H", "C", "H", "C", "H", "C", "C", "H", "H", "C", "H", "H", "H", "C", "N", "C", "H", "C", "C", "C", "N", "H", "H", "H", "Cr", "H", "C", "C", "H", "H", "H", "C", "C", "H", "H", "C", "C", "N", "H", "H", "C", "C", "H", "H", "C", "C", "H", "C", "H", "C", "H", "H", "H", "C", "H", "H", "H", "H", "H", "C"], "positions_angstrom": [[-12.5404, -21.4847, 31.0183], [-10.6003, -20.7446, 31.3888], [-19.1661, -14.8310, 34.9220], [-9.8783, -17.5860, 29.9487], [-11.3511, -16.0525, 33.3099], [-21.4003, -18.3072, 37.2922], [-9.6980, -22.7924, 37.6852], [-19.1668, -20.9484, 30.3078], [-17.4661, -23.4250, 36.6615], [-14.8508, -24.4919, 31.7362], [-11.9595, -20.4733, 36.3224], [-19.3601, -19.7317, 36.2973], [-16.9618, -25.6202, 29.9178], [-11.6752, -22.5373, 36.0050], [-18.0863, -25.3811, 35.2197], [-14.4247, -22.8054, 30.0710], [-20.0947, -18.9709, 38.3565], [-14.6574, -20.5825, 33.7991], [-10.8897, -19.7487, 31.7329], [-15.6393, -21.9900, 36.1554], [-17.0684, -23.4540, 35.6404], [-12.6326, -17.6818, 27.6503], [-14.9289, -23.5620, 36.1924], [-14.6215, -24.4124, 29.3083], [-17.2349, -20.4377, 32.7893], [-10.4125, -20.6952, 30.3174], [-17.4769, -14.9982, 35.3021], [-16.7141, -23.4995, 31.7878], [-20.3230, -20.1102, 36.6407], [-12.1025, -16.7683, 32.9703], [-13.4179, -15.4504, 31.8160], [-21.6780, -19.3720, 35.2204], [-19.3688, -16.8411, 38.2079], [-16.7678, -26.1525, 31.5965], [-13.5961, -19.9320, 29.6717], [-19.9376, -21.3114, 33.4455], [-17.7886, -18.6649, 29.4802], [-12.7242, -16.2854, 31.6820], [-16.1734, -18.6703, 34.6297], [-19.3277, -17.7394, 28.2055], [-11.6565, -15.8181, 30.6678], [-15.1751, -18.3705, 29.0013], [-10.2030, -21.4669, 34.1518], [-18.2385, -15.5298, 38.0197], [-11.1092, -14.9796, 31.1082], [-11.5308, -23.2160, 35.1583], [-17.3767, -17.9323, 33.6145], [-12.1531, -21.4351, 32.7345], [-17.9019, -22.7166, 34.8068], [-12.7641, -16.6081, 27.2639], [-15.2612, -22.8166, 34.6021], [-12.7782, -21.0812, 34.8979], [-11.8378, -21.1162, 35.4443], [-17.8127, -17.3288, 36.1839], [-19.5036, -17.2169, 35.8111], [-21.2788, -20.3597, 35.4612], [-15.1186, -18.7661, 27.3222], [-11.4209, -23.7588, 30.3654], [-10.4973, -19.6602, 34.2772], [-11.4915, -23.2096, 31.7539], [-16.1665, -19.0491, 31.6656], [-19.6783, -19.7258, 29.7612], [-21.6940, -19.7608, 38.2820], [-20.5274, -20.8933, 34.3308], [-16.2686, -25.6470, 30.7704], [-14.0138, -19.3513, 32.7826], [-12.2835, -23.7435, 32.2745], [-10.5633, -20.6344, 34.7606], [-9.6342, -20.8586, 31.8833], [-12.0017, -19.6058, 27.2661], [-15.8297, -19.8839, 28.4750], [-14.7923, -20.1184, 32.8163], [-11.3729, -24.2134, 29.3129], [-16.1952, -19.5526, 32.6460], [-20.5847, -19.8844, 29.1749], [-17.0967, -24.9270, 35.1681], [-10.6551, -16.8048, 30.2728], [-19.0455, -16.0608, 37.5103], [-18.7409, -21.9141, 30.7568], [-18.1542, -15.9686, 34.0904], [-20.0734, -21.0801, 37.0768], [-15.5438, -26.3133, 30.2937], [-17.9666, -22.2719, 32.8419], [-15.8083, -23.2308, 29.1683], [-15.1090, -23.6422, 29.9090], [-12.4292, -19.0499, 28.1043], [-16.6760, -24.9712, 34.1630], [-14.5938, -20.8996, 32.0810], [-13.7156, -20.9056, 28.2268], [-20.9481, -19.2013, 37.7202], [-10.5506, -22.6760, 36.9269], [-12.0149, -15.3873, 29.7293], [-9.7466, -20.4788, 35.4751], [-18.3817, -15.5720, 35.0796], [-13.6487, -19.8798, 28.5813], [-21.1777, -14.5834, 37.4681], [-12.8083, -16.7873, 33.8041], [-11.6122, -18.9248, 28.8199], [-15.7581, -24.2628, 31.1542], [-16.3691, -18.3440, 33.6001], [-12.5968, -22.8790, 36.4768], [-19.6778, -17.0149, 28.9379], [-14.9924, -19.2029, 28.3154], [-11.7657, -21.7009, 31.7539], [-15.6291, -17.5506, 33.4675], [-18.6746, -18.9233, 28.8991], [-20.1501, -18.2151, 27.6610], [-20.2255, -15.2249, 37.4815], [-22.1044, -21.0440, 35.6522], [-13.4430, -17.0238, 31.3126], [-18.3505, -19.6374, 28.1366], [-15.6270, -22.9457, 35.6213], [-11.7269, -17.7824, 32.8358], [-19.9677, -19.1019, 30.6133], [-18.7264, -17.3042, 27.4108], [-16.4903, -25.5223, 35.8597], [-10.4849, -23.4433, 32.1054], [-18.6490, -16.6324, 36.1665]], "forces_ev_per_angstrom": [[-0.3, -0.1, 0.2], [-0.3, 0.2, 0.3], [-0.3, -0.2, 0.3], [0.0, 0.0, 0.0], [0.4, -0.3, -0.1], [0.1, 0.1, 0.1], [0.1, 0.0, 0.0], [0.3, -0.6, -0.1], [0.0, 0.2, 0.1], [-0.2, 0.3, 0.9], [-0.4, 0.1, -0.1], [-0.2, 0.3, -0.3], [-0.5, 0.5, 0.4], [-0.1, -0.1, -0.8], [-0.2, 0.3, -0.3], [0.2, -0.2, 0.4], [-0.4, 0.4, 0.4], [-0.3, -0.1, 0.1], [-0.2, 0.1, -0.4], [0.2, 0.2, -0.4], [0.2, -1.6, -1.2], [-0.6, 0.0, -0.3], [-0.2, -0.3, -0.1], [0.5, 0.0, 0.4], [-1.2, -1.5, 0.1], [-0.1, -0.1, 0.0], [0.0, 0.1, 0.3], [-1.5, 1.2, 1.5], [-0.4, -0.7, 0.5], [-0.3, 0.3, 0.5], [0.4, 0.3, 0.3], [-0.2, -0.2, -0.5], [0.5, -0.3, -0.1], [0.1, 0.0, 0.0], [0.1, -0.3, 0.0], [0.6, -0.4, 0.0], [-0.1, 0.0, 0.1], [-0.7, 0.3, -0.6], [-0.2, -0.2, 0.0], [-0.4, -1.1, -0.1], [0.1, 0.4, -0.1], [0.2, 0.0, 0.1], [0.1, 0.5, -0.6], [0.0, 0.1, -0.2], [0.1, -0.1, 0.2], [0.2, -0.1, 0.1], [0.0, 0.0, -0.4], [0.0, 0.0, 0.0], [-0.6, 1.1, -2.1], [0.0, 0.1, 0.2], [-0.1, 0.0, 0.0], [0.2, 0.1, -0.4], [0.3, 0.8, 1.5], [0.1, 0.1, 0.5], [0.0, -0.2, 0.1], [0.6, 0.5, -0.1], [0.2, -0.2, -0.1], [-0.4, 0.2, 0.6], [-0.9, -0.2, -0.6], [0.5, 0.0, -1.7], [-0.4, -0.4, -0.5], [-0.2, 1.7, -0.1], [-0.1, 0.2, 0.1], [-0.4, 0.2, -0.2], [-0.9, -0.5, -1.0], [-0.1, 0.1, -0.4], [0.2, -0.2, 0.2], [0.9, -0.6, 0.3], [-0.1, -0.7, 0.1], [0.2, 0.3, -0.1], [0.2, -0.2, 0.0], [0.1, -0.6, 0.5], [0.1, 0.1, -0.1], [0.7, 1.3, 0.2], [0.0, -0.3, 0.1], [0.4, 0.1, 0.9], [-0.1, -0.2, 0.2], [0.3, -0.4, 1.0], [-0.4, 0.3, 0.4], [-0.2, -0.5, 0.1], [0.0, 0.0, 0.1], [0.7, 0.2, 0.8], [3.3, 0.2, 0.4], [-0.5, 0.0, 0.4], [-0.7, 0.6, -1.2], [0.5, -0.8, -0.5], [-0.1, -0.2, -0.1], [0.0, 0.1, -0.1], [0.7, 0.1, -0.3], [0.8, -0.9, -0.6], [-0.3, -0.1, 0.1], [-0.6, -0.3, 0.1], [-0.3, -0.5, 0.5], [0.8, 0.5, 0.0], [-0.8, 1.2, 1.0], [0.0, -0.1, 0.0], [-0.3, -0.2, -0.2], [-0.2, -0.6, 0.3], [1.1, -0.4, -0.6], [0.2, -0.6, 1.1], [0.1, 0.1, 0.2], [-0.1, 0.2, -0.3], [-0.6, 0.4, 0.0], [0.7, 0.4, -0.2], [-0.1, 0.0, -0.5], [0.5, -0.9, -0.3], [-0.4, 0.6, 0.1], [-0.3, 0.7, -0.4], [0.0, 0.1, 0.3], [0.5, -0.4, -0.4], [0.3, 0.2, -0.1], [-0.2, 0.6, 0.8], [0.4, 0.1, 0.2], [-0.1, -0.1, 0.1], [0.3, 0.2, 0.4], [0.2, -0.1, -0.2], [-0.2, 0.0, 0.8], [-0.7, 0.2, -1.6]], "orbital_gap_ha": [0.2868, 0.3168], "de_lowest_kcal_mol": 4.24, "multiplicity": 4, "s_squared": 3.80}

=====

no.,E_tot (eV)
1,-94210.7326
2,-84495.9368